No. 1
{"formula": "C4H6Br2P", "method": "wB97M-V/def2-TZVPD", "homo_ha": -0.514, "e_above_lowest_ev": 1.665, "spin_multiplicity": 1, "charge": 1, "species": ["C", "C", "C", "C", "P", "Br", "Br", "H", "H", "H", "H", "H", "H"], "coordinates": [[-1.27, -0.47, -0.47], [-0.90, -0.61, 0.82], [-0.78, 0.32, -1.49], [0.16, 0.30, 1.20], [1.40, 0.08, -0.22], [2.44, -1.80, -0.17], [3.03, 1.64, 0.14], [-1.92, -1.16, -0.78], [-1.19, -1.24, 1.61], [-0.85, 0.07, -2.47], [-0.59, 1.33, -1.33], [-0.08, 1.30, 0.99], [0.55, 0.24, 2.15]]}


No. 2
{"formula": "C10H12N3O2", "method": "wB97M-V/def2-TZVPD", "homo_ha": [-0.465, -0.444], "e_above_lowest_ev": 1.744, "spin_multiplicity": 1, "charge": 1, "species": ["C", "C", "C", "C", "C", "C", "C", "C", "C", "C", "N", "N", "N", "O", "O", "H", "H", "H", "H", "H", "H", "H", "H", "H", "H", "H", "H"], "coordinates": [[-2.94, -1.38, -0.31], [-3.15, -0.13, 0.32], [-1.68, -1.79, -0.58], [-2.09, 0.71, 0.50], [-0.51, -1.03, -0.21], [-0.76, 0.36, 0.16], [1.34, 1.59, 0.42], [1.77, -1.52, 0.40], [2.66, -0.42, -0.31], [-0.47, 2.70, -0.46], [0.58, -1.74, -0.32], [0.11, 1.43, -0.01], [2.38, 0.85, 0.42], [1.60, -1.10, 1.73], [2.47, -0.32, -1.65], [-3.78, -2.02, -0.54], [-4.14, 0.17, 0.61], [-1.47, -2.77, -0.97], [-2.27, 1.68, 0.93], [2.34, -2.46, 0.33], [3.72, -0.63, -0.14], [-0.75, 3.33, 0.39], [0.29, 3.23, -1.03], [-1.33, 2.51, -1.08], [3.15, 1.16, 1.01], [1.34, -1.84, 2.28], [1.57, -0.56, -1.91]]}


No. 3
{"formula": "C34H47F18N3O10PS5", "method": "wB97M-V/def2-TZVPD", "homo_ha": -0.407, "spin_multiplicity": 1, "charge": 1, "species": ["C", "C", "F", "C", "P", "C", "C", "S", "C", "N", "N", "C", "O", "C", "C", "C", "F", "F", "C", "F", "F", "C", "F", "F", "C", "F", "F", "C", "F", "F", "C", "F", "F", "C", "F", "F", "C", "F", "F", "F", "N", "C", "O", "H", "H", "H", "H", "H", "H", "H", "H", "H", "H", "H", "H", "H", "H", "H", "C", "C", "C", "S", "O", "O", "C", "H", "H", "H", "H", "H", "H", "H", "H", "C", "C", "C", "S", "O", "O", "C", "H", "H", "H", "H", "H", "H", "H", "H", "C", "C", "C", "S", "O", "O", "C", "H", "H", "H", "H", "H", "H", "H", "H", "C", "C", "C", "S", "O", "O", "C", "H", "H", "H", "H", "H", "H", "H", "H"], "coordinates": [[5.24, -4.24, 2.32], [5.80, -2.78, 2.34], [6.82, -2.71, 3.30], [4.69, -1.70, 2.63], [4.56, -0.59, 1.14], [4.00, -1.67, -0.25], [3.72, -0.94, -1.61], [4.38, 0.78, -1.72], [5.89, 0.52, -2.66], [5.77, 0.31, -3.95], [7.06, 0.14, -4.37], [7.88, 0.25, -3.36], [7.15, 0.49, -2.20], [3.35, 0.76, 1.55], [1.91, 0.42, 1.01], [0.89, 1.47, 1.52], [0.50, 1.13, 2.78], [1.61, 2.65, 1.67], [-0.28, 1.82, 0.54], [0.30, 2.39, -0.56], [-1.04, 2.80, 1.09], [-1.14, 0.62, 0.00], [-0.35, -0.01, -0.94], [-2.13, 1.19, -0.73], [-1.69, -0.36, 1.07], [-2.15, 0.44, 2.09], [-0.73, -1.14, 1.64], [-2.90, -1.26, 0.68], [-3.99, -0.49, 0.39], [-3.27, -1.93, 1.81], [-2.73, -2.23, -0.55], [-2.62, -1.46, -1.67], [-3.95, -2.84, -0.68], [-1.69, -3.39, -0.42], [-2.26, -4.50, -0.99], [-1.43, -3.76, 0.86], [-0.30, -3.24, -1.13], [0.61, -2.55, -0.39], [0.22, -4.50, -1.20], [-0.34, -2.81, -2.39], [6.16, 0.02, 0.90], [6.63, 0.39, 2.00], [7.24, 0.49, 2.99], [5.06, -4.55, 1.27], [5.96, -4.97, 2.75], [4.27, -4.33, 2.85], [6.20, -2.59, 1.33], [4.90, -1.09, 3.54], [3.73, -2.25, 2.74], [4.81, -2.42, -0.44], [3.11, -2.22, 0.13], [4.18, -1.50, -2.46], [2.64, -0.86, -1.85], [8.97, 0.14, -3.38], [3.75, 1.67, 1.04], [3.35, 1.00, 2.63], [1.97, 0.53, -0.09], [1.65, -0.63, 1.27], [9.77, -1.87, 0.68], [10.57, -3.13, 0.33], [9.61, -4.11, -0.36], [8.36, -3.10, -1.16], [7.08, -3.35, -0.52], [8.52, -3.18, -2.59], [8.98, -1.53, -0.58], [10.42, -1.05, 0.98], [9.09, -2.08, 1.51], [11.38, -2.88, -0.35], [11.01, -3.58, 1.22], [10.11, -4.71, -1.11], [9.11, -4.75, 0.37], [8.15, -0.85, -0.39], [9.63, -1.12, -1.35], [-1.89, 3.77, 4.91], [-1.45, 5.03, 5.67], [-0.57, 4.57, 6.84], [0.18, 3.02, 6.33], [-0.32, 1.96, 7.16], [1.60, 3.23, 6.11], [-0.63, 2.93, 4.74], [-2.34, 4.02, 3.95], [-2.63, 3.23, 5.50], [-0.87, 5.67, 5.01], [-2.30, 5.61, 6.03], [0.21, 5.29, 7.07], [-1.16, 4.37, 7.74], [-0.84, 1.89, 4.50], [0.04, 3.36, 4.00], [-6.33, -1.56, -2.67], [-6.75, -1.64, -1.20], [-8.15, -1.01, -1.09], [-8.93, -1.25, -2.68], [-9.14, 0.04, -3.29], [-10.00, -2.21, -2.55], [-7.54, -2.03, -3.47], [-5.45, -2.17, -2.87], [-6.09, -0.52, -2.93], [-6.80, -2.68, -0.88], [-6.04, -1.13, -0.55], [-8.75, -1.49, -0.32], [-8.09, 0.06, -0.90], [-7.50, -1.74, -4.52], [-7.67, -3.11, -3.38], [-9.69, 2.97, -4.89], [-9.66, 3.23, -3.39], [-9.34, 4.72, -3.19], [-9.96, 5.56, -4.65], [-8.84, 6.12, -5.37], [-11.11, 6.36, -4.28], [-10.52, 4.09, -5.50], [-10.11, 1.99, -5.12], [-8.67, 3.00, -5.30], [-10.63, 3.00, -2.96], [-8.92, 2.61, -2.88], [-9.83, 5.13, -2.31], [-8.27, 4.90, -3.13], [-10.38, 4.21, -6.57], [-11.58, 3.96, -5.27]]}


No. 4
{"formula": "C4H6O2", "method": "wB97M-V/def2-TZVPD", "homo_ha": -0.356, "e_above_lowest_ev": 1.698, "spin_multiplicity": 1, "species": ["O", "C", "C", "C", "C", "O", "H", "H", "H", "H", "H", "H"], "coordinates": [[1.47, 1.01, 0.16], [0.21, 0.89, -0.43], [-0.15, -0.39, -1.10], [-0.75, -0.04, 0.26], [-0.33, -0.82, 1.45], [-1.13, -1.31, 2.22], [2.12, 1.07, -0.56], [-0.21, 1.82, -0.82], [-0.81, -0.38, -1.95], [0.62, -1.16, -1.11], [-1.80, 0.23, 0.27], [0.76, -0.93, 1.61]]}


no.,electronic energy (a.u.)
1,-5645.070910
2,-702.626511
3,-6369.992822
4,-306.443912